C33H41FeN5 | the ωB97M-V functional and the def2-TZVPD basis

Calculated values
energy	-76718.660	eV
max |F|	0.117	Eh/bohr
LUMO energy (spin up / spin down)	2.7 / 2.7	eV
2S+1	6
charge	-1
HOMO (spin up / spin down)	-2.0 / -3.6	eV

Element x y z (Å)
Fe 0.34465 -0.12327 0.69046
N 0.83756 -2.77827 3.74826
N -0.06436 -2.62372 -1.20423
C 1.14289 1.82404 0.09217
C 2.17309 0.85550 0.38771
C 2.07593 0.55304 1.79990
C 3.04484 -0.22726 2.63799
H 3.82709 -0.67839 2.02121
H 2.52981 -1.03915 3.18632
H 3.52444 0.42852 3.37017
C 1.00203 1.31709 2.35141
C 0.66738 1.36216 3.80332
H 1.31582 2.08002 4.32884
H 0.81702 0.39390 4.30847
H -0.36769 1.68224 3.98288
C 0.42478 2.09275 1.30249
C -0.59178 3.16486 1.47416
H -1.39396 2.84866 2.15555
H -1.04218 3.42651 0.50934
H -0.16374 4.09228 1.89006
C 3.26740 0.41795 -0.52637
H 4.15109 1.05941 -0.39724
H 2.95886 0.48461 -1.57576
H 3.57794 -0.62065 -0.34031
C 1.03052 2.64553 -1.14539
H -0.01720 2.91526 -1.33993
H 1.39420 2.09675 -2.02236
H 1.60769 3.58266 -1.06712
C 0.24908 -3.70690 4.48779
H 0.57589 -3.76838 5.52551
C -0.73437 -4.59638 4.01996
H -1.17162 -5.35840 4.67761
C -1.13993 -4.49695 2.67227
H -1.87618 -5.19998 2.24522
C -0.55812 -3.51569 1.89074
H -0.76689 -3.33600 0.84527
C 0.47605 -2.70351 2.43514
C 1.12810 -1.58833 1.76972
H 1.89210 -2.06562 1.02511
C 0.04860 -1.25600 -1.10969
C 0.86913 -3.06130 -2.07512
H 1.47025 -3.94443 -1.96338
C 0.93697 -2.10523 -3.02806
H 1.17367 -2.24050 -4.05185
N 0.40246 -0.89927 -2.54481
C 0.23853 0.24676 -3.34927
C 1.22307 0.52116 -4.32347
C 1.02359 1.60185 -5.19541
H 1.81788 1.86078 -5.89575
C -0.13778 2.37018 -5.16796
C -0.30821 3.53939 -6.10469
H -0.83867 4.35504 -5.61040
H -0.88671 3.26039 -6.99070
H 0.66273 3.90355 -6.44328
C -1.15544 2.00934 -4.28454
H -2.07828 2.59353 -4.26755
C -1.00607 0.91037 -3.41538
C -2.13847 0.39475 -2.60532
H -2.63689 -0.47742 -3.06119
H -2.89377 1.17964 -2.45536
H -1.73606 0.05704 -1.64133
C 2.49919 -0.24324 -4.43506
H 2.38639 -1.25549 -4.84461
H 3.03253 -0.30484 -3.47989
H 3.15322 0.27627 -5.15168
C -2.96638 -1.62221 4.57679
C -2.71260 -0.87603 3.33780
C -3.49101 -0.20781 2.40262
C -2.63746 0.29436 1.41266
N -1.37314 -0.14864 1.67763
N -1.46000 -0.76416 2.89796
C -2.99360 1.23636 0.33612
H -4.02450 -1.55346 4.84612
H -2.71018 -2.68598 4.46652
H -2.37115 -1.23142 5.41595
H -4.55212 -0.06225 2.46840
H -0.66043 -1.04007 3.46879
H -3.64133 0.74376 -0.40022
H -3.55766 2.08339 0.75889
H -2.11856 1.64496 -0.18656

***

C33H41N3O5 | the ωB97M-V functional and the def2-TZVPD basis

Calculated values
energy	-49591.631	eV
max |F|	0.053	Eh/bohr
LUMO energy	-2.3	eV
HOMO	-6.9	eV
relative energy (zero: lowest compared OMol25 entry of this formula, charge and spin)	0.000	eV

Element x y z (Å)
C 2.17629 4.12752 2.66929
C 1.91617 3.81220 1.22428
O 2.08172 2.38559 1.10765
C 2.03809 1.97937 -0.17229
C 2.40373 0.58342 -0.42194
C 2.77173 0.19676 -1.84010
C 4.20496 0.57998 -2.21892
C 1.78725 0.80693 -2.82466
C 3.17379 -0.05464 0.65516
O 3.26956 0.27581 1.83441
O 3.77028 -1.19569 0.20348
C 4.28218 -2.10678 1.22468
C 5.45711 -1.56572 1.99004
O 1.71630 2.79975 -1.04618
H 2.35814 5.19695 2.79426
H 1.30659 3.86446 3.27862
H 3.04374 3.57685 3.04667
H 0.89792 4.09005 0.92274
H 2.63503 4.33502 0.58129
H 2.67977 -0.89659 -1.87986
H 4.91573 0.03532 -1.58961
H 4.38087 0.32057 -3.26997
H 4.33938 1.66011 -2.08308
H 0.78342 0.43168 -2.60781
H 1.78791 1.89511 -2.69353
H 2.05732 0.52818 -3.85144
H 3.46065 -2.32873 1.91806
H 4.55445 -3.00366 0.66117
H 5.82575 -2.33440 2.67153
H 6.27500 -1.27789 1.32236
H 5.13874 -0.70590 2.58387
C -4.71034 -3.33719 -4.81723
N -3.36293 -2.85061 -4.61928
C -2.38457 -3.10558 -5.54137
O -2.56853 -3.64493 -6.62960
C -1.06597 -2.59579 -4.95924
C -0.36333 -1.57395 -5.85866
C -0.07232 -2.07398 -7.26091
C -0.34050 -1.24433 -8.35553
C -0.14613 -1.71171 -9.65843
C 0.36517 -2.99978 -9.87038
C 0.67338 -3.81553 -8.77333
C 0.46240 -3.35021 -7.47099
N -1.47775 -2.05621 -3.65081
C -0.55233 -1.64281 -2.75360
C -0.84198 -1.29754 -1.43116
C 0.04961 -0.96469 -0.40533
C -0.42099 -0.89931 0.96185
C 0.45531 -1.11520 2.05467
C -0.00375 -1.25594 3.35377
C -1.37372 -1.18130 3.62659
C -1.85597 -1.39009 4.96157
N -2.25167 -1.56839 6.05072
C -2.26632 -0.90260 2.58119
C -1.79795 -0.72235 1.28367
C -2.88644 -2.38301 -3.32547
C -3.72060 -1.15865 -2.91275
C -2.99179 -3.51529 -2.28913
H -4.82555 -3.62139 -5.86531
H -4.91954 -4.21244 -4.18518
H -5.43244 -2.55173 -4.56964
H -0.40201 -3.47090 -4.81475
H -0.99055 -0.66880 -5.92115
H 0.57879 -1.28935 -5.35972
H -0.73479 -0.24176 -8.16931
H -0.39731 -1.06960 -10.50402
H 0.52151 -3.36688 -10.88589
H 1.06980 -4.82139 -8.92368
H 0.69342 -3.98476 -6.61189
H 0.48260 -1.65320 -3.10932
H -1.88951 -1.39622 -1.14995
H 1.12595 -1.05222 -0.57723
H 1.52148 -1.19810 1.86730
H 0.70562 -1.44913 4.16045
H -3.33390 -0.83748 2.79783
H -2.51540 -0.45878 0.50331
H -3.77406 -0.45593 -3.75519
H -4.73436 -1.49569 -2.66112
H -3.30411 -0.63568 -2.04987
H -2.69646 -4.46366 -2.75770
H -2.34804 -3.33671 -1.42523
H -4.03048 -3.59204 -1.94590

***

C33H42AsN5O3SSe2Ti | the ωB97M-V functional and the def2-TZVPD basis

Calculated values
energy	-273967.359	eV
max |F|	0.013	Eh/bohr
LUMO energy	-6.7	eV
charge	+2
HOMO	-11.8	eV
relative energy (zero: lowest compared OMol25 entry of this formula, charge and spin)	0.512	eV

Element x y z (Å)
Ti -0.06000 0.66346 -0.25827
Se -1.22606 4.50718 1.18951
Se 0.73391 3.44629 1.80478
C 1.49020 3.50527 0.04046
C 2.30859 4.56612 -0.30326
C 2.77873 4.65054 -1.60514
C 2.42907 3.65289 -2.49930
C 1.63464 2.60858 -2.06547
N 1.14589 2.53218 -0.81298
C -2.31967 3.02450 0.65778
C -3.67943 3.30243 0.63817
C -4.57573 2.32059 0.26241
C -4.08848 1.06404 -0.07192
C -2.72727 0.86949 -0.02797
N -1.83118 1.82351 0.32768
H 2.55512 5.31547 0.43528
H 3.40900 5.47581 -1.90835
H 2.77114 3.66558 -3.52450
H 1.37800 1.80126 -2.73802
H -4.02647 4.28456 0.93235
H -5.63698 2.53045 0.24257
H -4.71503 0.24096 -0.38811
H -2.38086 -0.12499 -0.33466
C -2.04855 -0.79903 2.98410
C -0.59472 -0.89405 2.53262
C 0.29548 -1.40460 3.65233
O -0.12687 0.39512 2.04535
C -0.52309 -1.78359 1.30012
O -0.78277 -2.95268 1.31887
O -0.15811 -1.13058 0.19431
H -2.14350 -0.03792 3.76177
H -2.35698 -1.75252 3.40896
H -2.72193 -0.55840 2.16191
H 0.11429 -0.82864 4.56103
H 1.35318 -1.32696 3.40522
H 0.05031 -2.44626 3.85447
H -0.38567 1.09081 2.66277
C -1.62192 2.78957 -2.52660
C -1.01381 1.49186 -2.94834
C -0.88098 1.05707 -4.21868
C -0.33548 -0.26897 -4.19685
C -0.15591 -0.64416 -2.91304
C 0.15902 -2.03190 -2.46380
N -0.51578 0.47227 -2.06811
H -1.79934 3.37797 -3.42533
H -0.99315 3.38805 -1.86430
H -2.59135 2.64507 -2.04707
H -1.17476 1.61576 -5.09358
H -0.15428 -0.90192 -5.05060
H 0.55211 -2.57544 -3.32214
H -0.76317 -2.51570 -2.13713
H 0.87061 -2.10544 -1.65271
C 3.24746 -1.14962 -1.76084
As 2.62956 -0.08670 -0.25371
C 4.02542 1.26194 -0.25719
C 3.20378 -1.20969 1.24734
C 3.85230 -0.41478 2.34869
C 5.14693 -0.71977 2.75381
C 5.76824 0.01944 3.75219
C 5.10494 1.07733 4.35401
C 3.81242 1.39202 3.95522
C 3.19414 0.65037 2.96021
H 4.33485 -1.07769 -1.76352
H 2.84805 -0.77033 -2.69949
H 2.95662 -2.18882 -1.63695
H 4.95386 0.76506 0.02244
H 3.83059 2.05594 0.45831
H 4.12710 1.67080 -1.25998
H 3.91729 -1.91581 0.81977
H 2.34560 -1.79489 1.58373
H 5.67536 -1.54494 2.29106
H 6.77392 -0.23443 4.05894
H 5.59006 1.65139 5.13150
H 3.28665 2.21248 4.42830
H 2.17959 0.88739 2.66145
C -5.79107 -4.00664 -2.36164
N -4.76369 -4.36825 -1.40030
C -4.66768 -5.57598 -0.72908
C -3.55853 -5.52282 0.03260
N -2.99026 -4.28304 -0.18605
C -3.72799 -3.57190 -1.06467
S -3.41135 -2.01871 -1.67138
H -6.51912 -4.81137 -2.40657
H -5.34629 -3.85517 -3.34312
H -6.27927 -3.08534 -2.05169
H -5.39648 -6.35563 -0.85647
H -3.13039 -6.24638 0.70125
H -2.14261 -3.92638 0.23324